[1]
{"formula": "C21H25N3O5", "method": "ωB97M-V/def2-TZVPD", "total_charge": 0, "relative_energy_kcal_mol": 41.4, "species": ["C", "C", "C", "C", "C", "O", "N", "C", "C", "C", "C", "C", "C", "C", "N", "C", "O", "C", "C", "C", "C", "O", "O", "C", "N", "C", "C", "C", "O", "H", "H", "H", "H", "H", "H", "H", "H", "H", "H", "H", "H", "H", "H", "H", "H", "H", "H", "H", "H", "H", "H", "H", "H", "H"], "positions_angstrom": [[-4.0148, -0.6686, 1.2942], [-2.7713, -1.0093, 2.0643], [-1.5187, -0.6462, 1.5926], [-0.3857, -0.9837, 2.3195], [0.9832, -0.6803, 1.7561], [1.7375, -1.5566, 1.3729], [1.2483, 0.6382, 1.6253], [2.4510, 1.1381, 0.9923], [2.6802, 0.6191, -0.4328], [3.6847, 1.4590, -1.2306], [4.9840, 1.6862, -0.4649], [3.9685, 0.7407, -2.5536], [2.6953, 0.3804, -3.3130], [1.7072, -0.3645, -2.4182], [1.4495, 0.4273, -1.2140], [0.4508, 1.3513, -1.1837], [0.5329, 2.4280, -0.6074], [-0.8362, 0.9624, -1.8454], [-1.3644, -0.3750, -1.8782], [-2.5790, -0.6153, -2.4023], [-3.3875, 0.4562, -2.9568], [-4.4666, 0.3632, -3.4658], [-2.8135, 1.7318, -2.8878], [-1.6108, 1.9425, -2.3412], [-0.4304, -1.6411, 3.4722], [-1.6337, -1.9759, 3.9349], [-2.8262, -1.6986, 3.2766], [-4.1532, -2.1231, 3.8420], [-3.9631, -2.7623, 5.0905], [-4.6736, -0.0208, 1.8764], [-3.7699, -0.1553, 0.3653], [-4.5848, -1.5663, 1.0451], [-1.4266, -0.0910, 0.6669], [0.5356, 1.3026, 1.8731], [2.3890, 2.2230, 0.9963], [3.3177, 0.8345, 1.5829], [3.0875, -0.3910, -0.3315], [3.2112, 2.4258, -1.4375], [5.4184, 0.7331, -0.1509], [5.7142, 2.1899, -1.1003], [4.8401, 2.3005, 0.4237], [4.6184, 1.3593, -3.1769], [4.5265, -0.1766, -2.3305], [2.2098, 1.2924, -3.6758], [2.9288, -0.2300, -4.1880], [0.7825, -0.5477, -2.9587], [2.1123, -1.3299, -2.1034], [-0.7855, -1.1828, -1.4450], [-3.0190, -1.6011, -2.4292], [-1.3298, 2.9864, -2.3309], [-1.6572, -2.4998, 4.8808], [-4.7980, -1.2421, 3.9507], [-4.6474, -2.7980, 3.1315], [-4.8187, -3.0392, 5.4279]], "forces_ev_per_a": [[0.0, 0.0, 0.0], [0.0, 0.0, 0.0], [0.0, 0.1, 0.1], [0.0, -0.2, 0.0], [-0.2, 0.0, -0.3], [0.1, 0.0, 0.2], [0.0, 0.0, 0.0], [0.0, 0.0, 0.0], [0.0, 0.0, 0.0], [0.0, 0.0, 0.0], [0.0, 0.0, 0.0], [0.0, 0.0, 0.0], [0.0, 0.0, 0.0], [0.0, 0.0, 0.0], [0.0, 0.0, 0.1], [0.0, 0.1, -0.1], [0.0, 0.0, 0.1], [0.0, 0.0, 0.0], [0.0, 0.0, 0.0], [0.0, 0.0, 0.0], [0.0, 0.0, -0.2], [0.0, 0.0, 0.1], [0.0, 0.0, 0.0], [0.0, 0.0, 0.0], [0.0, 0.0, 0.0], [0.0, 0.0, 0.0], [0.0, 0.0, 0.0], [0.0, 0.0, 0.0], [0.0, 0.0, 0.0], [0.0, 0.0, 0.0], [0.0, 0.0, 0.0], [0.0, 0.0, 0.0], [0.0, 0.0, 0.0], [0.0, 0.0, 0.0], [0.0, 0.0, 0.0], [0.0, 0.0, 0.0], [0.0, 0.0, 0.0], [0.0, 0.0, 0.0], [0.0, 0.0, 0.0], [0.0, 0.0, 0.0], [0.0, 0.0, 0.0], [0.0, 0.0, 0.0], [0.0, 0.0, 0.0], [0.0, 0.0, 0.0], [0.0, 0.0, 0.0], [0.0, 0.0, 0.0], [0.0, 0.0, 0.0], [0.0, 0.0, 0.0], [0.0, 0.0, 0.0], [0.0, 0.0, 0.0], [0.0, 0.0, 0.0], [0.0, 0.0, 0.0], [0.0, 0.0, 0.0], [0.0, 0.0, 0.0]]}

[2]
{"formula": "C21H25NO7", "method": "ωB97M-V/def2-TZVPD", "total_charge": 0, "relative_energy_kcal_mol": 61.3, "species": ["C", "O", "C", "C", "C", "C", "C", "C", "C", "O", "O", "C", "C", "O", "N", "C", "C", "C", "C", "O", "C", "C", "O", "C", "C", "C", "C", "O", "C", "H", "H", "H", "H", "H", "H", "H", "H", "H", "H", "H", "H", "H", "H", "H", "H", "H", "H", "H", "H", "H", "H", "H", "H", "H"], "positions_angstrom": [[-0.0711, -3.6598, 0.8599], [0.1745, -2.7254, -0.1674], [-0.8681, -1.9514, -0.5781], [-2.1900, -2.1537, -0.2249], [-3.1859, -1.3166, -0.7045], [-2.8781, -0.2471, -1.5249], [-3.9648, 0.6994, -1.9641], [-4.1099, 1.8765, -0.9729], [-4.0661, 1.3011, 0.4219], [-4.9565, 0.7286, 0.9843], [-2.8366, 1.4708, 0.9385], [-2.4631, 0.7068, 2.0797], [-0.9909, 0.2921, 1.9309], [-0.5707, -0.7490, 2.3857], [-0.2822, 1.2366, 1.2808], [1.0555, 1.2423, 0.8614], [1.5679, 2.4242, 0.3418], [2.8754, 2.4612, -0.0952], [3.6966, 1.3382, -0.0545], [4.9522, 1.5574, -0.5436], [5.9393, 0.5515, -0.5171], [3.1674, 0.1346, 0.4514], [3.9629, -0.9759, 0.4566], [3.3631, -2.2216, 0.7371], [1.8592, 0.1128, 0.9185], [-1.5484, -0.0364, -1.8844], [-0.5446, -0.8791, -1.4385], [0.7765, -0.7687, -1.7621], [1.1714, 0.2684, -2.6224], [-0.4601, -3.1603, 1.7518], [0.8937, -4.1122, 1.0852], [-0.7650, -4.4420, 0.5359], [-2.4622, -2.9655, 0.4291], [-4.2110, -1.5009, -0.4202], [-4.9124, 0.1604, -2.0006], [-3.7528, 1.0998, -2.9566], [-5.0571, 2.3884, -1.1387], [-3.2814, 2.5738, -1.0925], [-2.5835, 1.3098, 2.9879], [-3.0962, -0.1808, 2.1626], [-0.8085, 2.0520, 0.9953], [0.9514, 3.3093, 0.2824], [3.2975, 3.3686, -0.4966], [6.8405, 1.0313, -0.8998], [6.1217, 0.1897, 0.4965], [5.6766, -0.2923, -1.1585], [2.5010, -2.3948, 0.0884], [4.1358, -2.9636, 0.5374], [3.0588, -2.2913, 1.7862], [1.4372, -0.7918, 1.3164], [-1.3097, 0.7982, -2.5254], [2.2483, 0.1598, -2.7390], [0.9611, 1.2529, -2.1919], [0.6896, 0.1835, -3.6025]], "forces_ev_per_a": [[-0.1, -0.1, 0.2], [-0.1, 0.3, -0.3], [0.1, 0.0, 0.0], [0.3, -0.1, 0.0], [-0.1, 0.1, -0.2], [-0.1, -0.2, -0.1], [0.1, 0.0, 0.1], [-0.1, -0.1, 0.0], [-0.2, 0.4, -0.2], [-0.1, -0.1, 0.0], [0.2, 0.2, 0.1], [-0.1, -0.5, 0.3], [-0.6, 0.4, -0.1], [0.1, -0.2, 0.2], [0.0, 0.5, -0.1], [0.4, -0.1, 0.0], [0.0, -0.1, 0.1], [0.1, -0.3, 0.0], [-0.1, 0.1, 0.0], [-0.3, 0.1, 0.0], [0.4, -0.2, 0.0], [0.1, 0.2, -0.1], [0.0, 0.4, -0.1], [-0.1, -0.2, 0.0], [0.0, 0.0, 0.1], [0.2, 0.0, 0.0], [0.3, -0.1, 0.0], [-0.4, -0.4, 0.2], [0.1, 0.2, -0.2], [0.0, 0.0, 0.0], [-0.1, 0.0, 0.0], [0.0, 0.0, 0.0], [0.0, -0.1, 0.1], [-0.1, 0.0, 0.0], [0.0, 0.0, -0.1], [-0.1, 0.0, 0.0], [0.0, 0.0, 0.1], [0.0, 0.0, 0.0], [0.0, -0.1, -0.1], [0.2, 0.1, 0.0], [0.0, -0.2, 0.0], [-0.1, 0.1, 0.0], [0.1, 0.1, 0.0], [0.0, -0.1, 0.0], [0.0, 0.0, -0.1], [0.0, 0.1, 0.1], [0.0, 0.0, 0.0], [-0.1, 0.0, 0.0], [0.0, 0.0, 0.0], [0.0, -0.1, 0.0], [0.1, 0.1, -0.1], [0.0, 0.0, 0.0], [0.0, 0.0, 0.0], [0.0, 0.0, 0.0]]}

[3]
{"formula": "C21H25ORuS", "method": "ωB97M-V/def2-TZVPD", "total_charge": -2, "relative_energy_kcal_mol": 0.0, "spin_multiplicity": 6, "species": ["Ru", "C", "C", "C", "H", "C", "C", "H", "H", "H", "H", "C", "C", "C", "H", "C", "C", "H", "H", "H", "H", "O", "C", "C", "C", "C", "C", "H", "H", "H", "H", "H", "H", "H", "H", "H", "H", "S", "C", "C", "C", "C", "C", "C", "H", "H", "H", "H", "H"], "positions_angstrom": [[-0.2718, -0.4309, 0.4041], [-2.3332, -0.2802, 0.3984], [-2.3467, 0.9358, -0.3832], [-2.0108, 0.6126, -1.7182], [-2.6684, 1.9057, -0.0056], [-1.7941, -0.7755, -1.8169], [-1.9262, -1.3621, -0.5094], [-2.0145, -2.4206, -0.2794], [-2.8097, -0.4439, 1.3608], [-2.0059, 1.3118, -2.5547], [-1.6464, -1.3537, -2.7282], [0.8669, -0.7840, 2.4901], [-0.2148, -1.6438, 2.0510], [0.3111, -2.4599, 0.9635], [-1.1639, -1.7973, 2.5521], [1.6981, -2.1327, 0.8142], [2.0263, -1.1213, 1.7372], [3.0026, -0.6525, 1.8471], [0.8035, -0.0853, 3.3202], [-0.2184, -3.2674, 0.4646], [2.3862, -2.6701, 0.1675], [1.1912, -0.5356, -1.1564], [2.1145, -1.5242, -2.8094], [2.2310, -0.0842, -3.0565], [0.9958, -2.3163, -3.3092], [3.2667, -2.2142, -2.2161], [1.8771, 0.5733, -1.7408], [1.5216, 0.2139, -3.8347], [3.2361, 0.1988, -3.3986], [2.7693, 0.8153, -1.1422], [1.2169, 1.4445, -1.8590], [1.1163, -2.5928, -4.3750], [0.0438, -1.7869, -3.2147], [0.9243, -3.2569, -2.7444], [4.0501, -2.4463, -2.9640], [2.9488, -3.1725, -1.7858], [3.7286, -1.5981, -1.4371], [0.3404, 1.7173, 0.8954], [-0.8420, 2.4666, 1.9247], [-1.5389, 1.7548, 2.9164], [-2.4575, 2.4109, 3.7362], [-2.6893, 3.7800, 3.5774], [-2.0214, 4.4947, 2.5725], [-1.1072, 3.8477, 1.7467], [-1.3726, 0.6825, 3.0222], [-2.9970, 1.8300, 4.4864], [-3.3993, 4.2889, 4.2310], [-2.2243, 5.5559, 2.4210], [-0.5925, 4.3683, 0.9387]], "forces_ev_per_a": [[1.9, 1.6, -1.5], [-1.4, -0.2, -1.0], [-1.0, -0.6, -0.4], [-0.7, 0.1, -0.1], [0.4, -0.2, -0.1], [-0.7, -0.3, 0.2], [-2.0, 0.4, -0.8], [-0.1, 0.2, -0.2], [0.1, 0.2, -0.1], [0.2, -0.1, 0.3], [0.1, 0.4, 0.3], [0.0, -1.5, 0.5], [1.0, -1.2, 1.3], [1.0, -0.9, 1.1], [0.0, 0.1, 0.0], [-0.1, -1.0, 1.0], [0.1, -0.3, 0.5], [-0.3, 0.0, -0.2], [0.0, 0.0, -0.4], [0.2, 0.2, 0.1], [-0.3, 0.5, 0.0], [-0.2, 1.8, 0.2], [0.8, -0.7, -0.8], [0.4, 0.8, -1.1], [-0.4, -0.4, -0.3], [0.2, -0.3, 0.0], [-1.3, -1.6, 1.0], [0.0, 0.1, -0.1], [0.2, 0.0, -0.2], [0.0, 0.4, 0.0], [0.3, 0.1, 0.1], [-0.1, -0.1, -0.1], [0.3, -0.1, 0.0], [-0.1, 0.1, -0.1], [0.2, 0.0, 0.0], [0.2, 0.1, 0.1], [0.0, -0.1, 0.1], [0.7, 2.4, 0.1], [0.6, 0.2, -0.3], [-0.5, 0.3, 0.3], [0.3, 0.0, -0.4], [-0.2, 0.2, 0.2], [0.2, -0.3, -0.1], [-0.4, -0.2, 0.5], [0.0, 0.3, -0.1], [0.1, 0.2, -0.1], [0.1, -0.1, -0.2], [0.0, -0.2, 0.1], [-0.1, -0.1, 0.2]]}

- What is the formula in the first record?
  C21H25N3O5